Record 1
This record from the Open Molecules 2025 dataset describes C3H10NOP in the gas phase at a distorted geometry. The level of theory is ωB97M-V/def2-TZVPD.

Positions of all 16 atoms, in Å:
C  -0.4576  -0.1109  1.4169
P  0.6400  -0.0506  -0.0334
C  -0.1727  1.3033  -1.0324
C  0.4928  -1.3308  -1.2725
N  2.1063  -0.7698  0.7052
O  1.9825  0.7862  0.3680
H  -0.1449  -0.6818  2.4179
H  -1.4457  -0.5271  1.1992
H  -0.6391  0.9069  1.7515
H  0.3892  1.7219  -1.9530
H  -0.3396  1.9755  -0.2545
H  -1.1986  1.0616  -1.2962
H  0.3063  -0.9212  -2.2926
H  -0.3521  -1.9220  -0.9343
H  1.3465  -2.0472  -1.1526
H  2.1540  -0.7966  1.7159

## Properties
SMILES string: CP1(C)(C)NO1
E_LUMO: 0.81 eV
Gap between HOMO and LUMO: 9.58 eV

---

Record 2
This record from the Open Molecules 2025 dataset describes 2 unconnected molecules or ions with the total composition C3H10NOS. The level of theory is ωB97M-V/def2-TZVPD.

Positions of all 16 atoms, in Å:
C  -2.6304  -1.8004  -1.0206
C  -1.5580  -0.8612  -0.4734
S  0.0036  -1.7041  -0.0994
H  -2.8432  -2.5636  -0.2711
H  -2.2664  -2.3348  -1.9008
H  -3.5429  -1.2743  -1.3267
H  -1.4251  -0.0214  -1.1550
H  -1.9629  -0.3989  0.4289
H  0.9219  0.2675  -0.4867
N  2.4497  2.2390  1.4448
C  2.1965  0.9686  0.7943
O  1.3542  1.1406  -0.3225
H  2.8697  2.8595  0.7600
H  1.5507  2.6604  1.6571
H  3.1558  0.5524  0.4824
H  1.7267  0.2706  1.4887

## Properties
E_LUMO: 4.12 eV
Gap between HOMO and LUMO: 6.86 eV
Charge: -1

---

Record 3
This record from the Open Molecules 2025 dataset describes 2 unconnected molecules or ions with the total composition C3H10NOS at a distorted geometry. The level of theory is ωB97M-V/def2-TZVPD.

Positions of all 16 atoms, in Å:
C  -0.3593  0.3634  -0.9111
C  0.6560  0.7202  0.1422
S  1.8129  -0.8317  0.3578
C  -1.2641  -0.7985  -0.4906
N  -2.6985  -0.9161  -0.9400
H  0.0547  0.1560  -1.9284
H  -1.0234  1.2605  -0.9997
H  0.2081  0.8918  1.1532
H  1.1643  1.6819  -0.0364
H  -1.3317  -0.9548  0.6136
H  -0.8260  -1.7649  -0.8249
H  -3.3493  -1.7173  -0.5042
H  -2.7757  -1.0018  -1.9933
H  3.2084  0.6796  2.8425
H  2.9175  1.1181  1.3931
O  3.6060  1.1135  2.1262

## Properties
E_LUMO: 3.89 eV
Gap between HOMO and LUMO: 6.53 eV
Charge: -1

---

Record 4
This record from the Open Molecules 2025 dataset describes a gas-phase ion, C3H10NOS (charge +1) at a distorted geometry. The level of theory is ωB97M-V/def2-TZVPD.

Positions of all 16 atoms, in Å:
N  -1.2378  0.3645  0.8742
C  -0.2229  0.0149  -0.3696
C  0.2240  -1.4635  -0.4162
O  -0.8695  -2.1726  -0.9623
C  1.0145  0.9184  -0.0920
S  0.4852  2.7952  0.0700
H  -1.4291  1.4357  0.8439
H  -0.5449  0.1769  1.5755
H  -2.2235  -0.1871  1.0499
H  -0.9273  0.2258  -1.2886
H  1.0538  -1.4705  -1.0683
H  0.4669  -1.8873  0.5982
H  -0.5391  -3.1560  -1.1046
H  1.7117  0.4885  -0.8843
H  1.4109  0.5928  0.8981
H  1.6271  3.3242  0.2761

## Properties
SMILES string: [NH3+][C@H](CO)CS
E_LUMO: -3.51 eV
Gap between HOMO and LUMO: 10.20 eV
Charge: +1

---

Record 5
This record from the Open Molecules 2025 dataset describes 2 unconnected molecules or ions with the total composition C3H10NOS2 at a distorted geometry. The level of theory is ωB97M-V/def2-TZVPD.

Positions of all 17 atoms, in Å:
C  1.1889  -1.2084  -1.5648
C  -0.2039  1.1375  0.5245
C  -0.0047  -0.3676  0.6931
N  -0.9236  1.6257  -0.5093
O  -1.0516  -0.9733  0.2530
S  -1.2506  1.2337  2.2121
S  1.3048  -1.0930  1.6296
H  0.7016  -1.8810  -0.8097
H  0.3483  -0.9553  -2.1384
H  1.6668  -0.3628  -1.0550
H  0.6077  1.7195  0.7891
H  -1.0341  2.6253  -0.6259
H  1.8872  -1.8121  -2.1031
H  -1.5747  0.9356  -0.9462
H  -1.1973  -1.9021  0.4350
H  -2.5262  1.2582  1.8239
H  2.0615  0.0198  1.3921

## Properties
Spin multiplicity: 3
E_LUMO (alpha / beta): -3.37 / -7.96 eV
Gap between HOMO and LUMO (alpha / beta): 7.63 / 6.07 eV
Charge: +1

---

Record 6
This record from the Open Molecules 2025 dataset describes 2 unconnected molecules or ions with the total composition C3H10NS at a distorted geometry. The level of theory is ωB97M-V/def2-TZVPD.

Positions of all 15 atoms, in Å:
C  1.2576  -1.3942  -1.7468
S  2.1510  -0.8917  -0.2236
H  0.8210  -2.3798  -1.6059
H  0.4657  -0.6779  -1.9777
H  1.9064  -1.4552  -2.6129
C  -0.2989  1.6375  0.4041
C  -0.7231  0.6247  1.4686
N  -1.2977  -0.5950  0.9449
H  -1.1415  2.2499  0.0598
H  0.5982  2.1886  0.6519
H  -0.0646  1.0099  -0.4489
H  0.1880  0.3070  1.9736
H  -1.3523  1.0122  2.2813
H  -1.9919  -0.4802  0.2215
H  -0.5178  -1.1557  0.6100

## Properties
E_LUMO: 4.19 eV
Gap between HOMO and LUMO: 6.50 eV
Charge: -1

---

Record 7
This record from the Open Molecules 2025 dataset describes 2 unconnected molecules or ions with the total composition C3H10NS. The level of theory is ωB97M-V/def2-TZVPD.

Positions of all 15 atoms, in Å:
S  -0.8502  -1.3951  -2.0488
H  -1.2476  -2.0916  -3.1049
C  1.0504  -0.5474  1.0215
N  0.1817  0.6036  0.8264
C  0.6385  1.3016  -0.3719
C  -1.2273  0.1404  0.6658
H  2.0957  -0.2517  1.1365
H  0.9396  -1.2682  0.1966
H  0.8102  -1.0898  1.9470
H  0.0291  2.1729  -0.6384
H  1.6491  1.6803  -0.1626
H  0.6574  0.7044  -1.2909
H  -1.7213  0.7408  -0.0980
H  -1.7614  0.2043  1.6155
H  -1.2441  -0.9045  0.3064

## Properties
E_LUMO: 4.17 eV
Gap between HOMO and LUMO: 6.85 eV
Charge: -1

---

Record 8
This record from the Open Molecules 2025 dataset describes a gas-phase ion, C3H10NS (charge +1) at a distorted geometry. The level of theory is ωB97M-V/def2-TZVPD.

Positions of all 15 atoms, in Å:
C  0.5946  1.3608  0.6230
N  0.1174  2.4195  -0.1053
H  0.1785  1.1962  1.6185
H  1.6839  1.3310  0.6172
H  -0.7636  2.3895  -0.5819
H  0.7926  3.0941  -0.4415
C  -1.0647  -1.1853  -1.3755
S  0.0951  -0.4536  -0.1740
C  0.3357  -1.7442  1.0931
H  -0.3862  -1.6984  -2.0306
H  -1.7948  -1.8177  -0.8817
H  -1.5329  -0.4023  -1.9558
H  0.7327  -1.2963  2.0043
H  1.1057  -2.3968  0.6838
H  -0.5925  -2.2668  1.2269

## Properties
E_LUMO: -4.52 eV
Gap between HOMO and LUMO: 9.31 eV
Charge: +1

---

Record 9
This record from the Open Molecules 2025 dataset describes a gas-phase ion, C3H10NS (charge +1) at a distorted geometry. The level of theory is ωB97M-V/def2-TZVPD.

Positions of all 15 atoms, in Å:
C  -0.2581  -0.1626  -1.7179
N  0.9053  -0.1751  -2.4810
H  -0.7566  -1.1175  -1.6188
H  -0.8352  0.7320  -1.9921
H  1.4574  -0.9704  -2.1565
H  1.5236  0.6084  -2.2740
C  -1.3249  1.2777  0.8593
S  0.2785  0.0554  0.2675
C  0.7565  -0.9899  1.9117
H  -1.1094  2.3475  0.9367
H  -1.9678  1.0357  0.0188
H  -1.5427  0.7622  1.7860
H  1.6987  -1.3789  1.5156
H  0.1524  -1.8013  2.3108
H  1.0223  -0.2233  2.6341

## Properties
E_LUMO: -5.04 eV
Gap between HOMO and LUMO: 9.59 eV
Charge: +1

---

Record 10
This record from the Open Molecules 2025 dataset describes a gas-phase ion, C3H10NS (charge +1). The level of theory is ωB97M-V/def2-TZVPD.

Positions of all 15 atoms, in Å:
C  1.4617  0.6421  -0.5847
C  0.2775  -0.2814  -0.3915
N  0.3945  -0.8720  1.0377
C  -1.0900  0.4136  -0.5117
S  -2.4721  -0.6958  -0.0740
H  1.7705  0.7050  -1.6261
H  1.1814  1.6606  -0.3065
H  2.3297  0.3294  -0.0081
H  0.3196  -1.1606  -1.0250
H  -0.5415  -0.9667  1.4741
H  0.9211  -0.2226  1.6404
H  0.8526  -1.7798  1.0374
H  -1.2061  0.7777  -1.5267
H  -1.0626  1.2954  0.1303
H  -3.1364  0.1552  0.7343

## Properties
SMILES string: C[C@@H]([NH3+])CS
E_LUMO: -3.48 eV
Gap between HOMO and LUMO: 10.26 eV
Charge: +1

---

Record 11
This record from the Open Molecules 2025 dataset describes 2 unconnected molecules or ions with the total composition C3H10NS at a distorted geometry. The level of theory is ωB97M-V/def2-TZVPD.

Positions of all 15 atoms, in Å:
C  0.9932  0.9224  2.0574
C  -0.9536  -0.0635  1.0086
C  0.2855  -1.1835  -2.6253
N  -0.2804  0.9406  1.4522
S  -0.5086  0.1205  -1.6429
H  0.9958  1.0990  3.2320
H  1.5302  0.0400  1.9175
H  1.5870  1.8800  1.7199
H  -0.2832  -2.1009  -2.2911
H  -0.3869  -1.0483  1.0480
H  1.2295  -1.0189  -2.2584
H  0.1751  -1.1346  -3.7191
H  -1.6930  -0.2753  -2.2923
H  -0.6951  1.8391  1.5750
H  -1.9956  -0.0167  0.8185

## Properties
E_LUMO: -4.53 eV
Gap between HOMO and LUMO: 8.71 eV
Charge: +1

---

Record 12
This record from the Open Molecules 2025 dataset describes 2 unconnected molecules or ions with the total composition C3H10NS at a distorted geometry. The level of theory is ωB97M-V/def2-TZVPD.

Positions of all 15 atoms, in Å:
C  -1.3190  1.1935  0.4796
C  -0.7149  0.1650  -0.3777
C  0.0015  0.4013  -1.5729
S  2.2146  -0.5253  0.6138
N  -1.1380  -1.1349  -0.1224
H  -0.6211  0.9551  1.3578
H  -1.1504  2.2223  0.1711
H  -2.3593  1.1134  0.8073
H  1.1656  -1.4109  1.2129
H  -0.2375  1.4088  -1.9168
H  0.5056  -0.3815  -2.1236
H  3.6629  -0.3312  1.3041
H  -1.8757  -1.6341  -0.6660
H  -1.6861  -1.0095  0.7455
H  3.5519  -1.0319  0.0875

## Properties
Spin multiplicity: 2
E_LUMO (alpha / beta): -10.38 / -11.69 eV
Gap between HOMO and LUMO (alpha / beta): 9.00 / 8.73 eV
Charge: +2

---

Record 13
This record from the Open Molecules 2025 dataset describes a gas-phase ion, C3H10NS2 (charge +1) at a distorted geometry. The level of theory is ωB97M-V/def2-TZVPD.

Positions of all 16 atoms, in Å:
C  1.3570  0.0113  0.6876
C  0.1339  -0.6514  0.0388
N  0.1976  -0.5431  -1.3614
C  -1.1180  0.0581  0.4608
S  -1.2528  1.8377  -0.0794
S  -2.5994  -0.8878  -0.2204
H  1.1094  1.0635  0.7344
H  1.5331  -0.3207  1.6564
H  2.1857  -0.0585  0.0015
H  0.0896  -1.6474  0.2647
H  1.2812  -0.5074  -1.7301
H  -0.1318  0.3992  -1.5411
H  -0.3915  -1.1672  -1.8765
H  -1.2646  -0.1851  1.6225
H  -1.3444  2.4103  1.1318
H  -3.5651  -0.3106  0.2588

## Properties
SMILES string: C[C@H]([NH3+])C(S)S
E_LUMO: -3.67 eV
Gap between HOMO and LUMO: 9.52 eV
Charge: +1

---

Record 14
This record from the Open Molecules 2025 dataset describes a gas-phase ion, C3H10NSi (charge +1) at a distorted geometry. The level of theory is ωB97M-V/def2-TZVPD.

Positions of all 15 atoms, in Å:
Si  -2.0229  -0.0896  0.2164
C  -0.1175  -0.7221  -0.2511
C  0.5135  0.3053  -1.1605
C  1.4446  0.6253  0.0019
N  0.8000  -0.3508  0.9168
H  -2.3609  1.1850  -0.5446
H  -3.0511  -1.0279  0.0579
H  -1.6667  0.3370  1.6113
H  0.0100  -1.7805  -0.5861
H  -0.2143  0.9940  -1.5987
H  1.1376  -0.2259  -1.8622
H  2.4653  0.4048  -0.1973
H  1.3512  1.6511  0.6100
H  1.3964  -1.2486  1.0074
H  0.3148  -0.0573  1.7787

## Properties
SMILES string: [SiH3][C@H]1CC[NH2+]1
E_LUMO: -3.54 eV
Gap between HOMO and LUMO: 11.69 eV
Charge: +1

---

Record 15
This record from the Open Molecules 2025 dataset describes 2 unconnected molecules or ions with the total composition C3H10O at a distorted geometry. The level of theory is ωB97M-V/def2-TZVPD.

Positions of all 14 atoms, in Å:
C  -1.7069  -0.9603  -0.3432
C  -1.5614  0.2349  -1.3072
H  -1.4367  -0.6365  0.6361
H  -2.7490  -1.2742  -0.2396
H  -1.0845  -1.7938  -0.6568
H  -1.8683  -0.0592  -2.3044
H  -0.4914  0.4417  -1.3919
H  -2.0736  1.1071  -0.9137
C  2.1247  0.4343  1.4893
O  2.5758  1.0846  0.2584
H  2.8038  -0.3967  1.6432
H  1.1162  0.0317  1.3790
H  2.1156  1.2384  2.2150
H  2.2357  0.5481  -0.4641

## Properties
SMILES string: CC.CO
E_LUMO: 0.88 eV
Gap between HOMO and LUMO: 11.31 eV

---

Record 16
This record from the Open Molecules 2025 dataset describes 3 unconnected molecules or ions with the total composition C3H10O2 at a distorted geometry. The level of theory is ωB97M-V/def2-TZVPD.

Positions of all 15 atoms, in Å:
C  -1.2255  -1.7364  0.9984
C  0.0187  -1.4015  0.8003
C  0.6509  -1.2812  -0.5743
H  -1.5772  -2.1310  1.9445
H  -1.9796  -1.5837  0.2465
H  0.7827  -1.4553  1.5908
H  0.8730  -0.2121  -0.8207
H  1.5009  -1.8750  -0.7493
H  -0.0930  -1.4784  -1.2582
O  0.5642  2.2563  0.6635
H  -0.2049  1.5526  0.8791
H  0.5101  2.9633  1.1309
O  -0.3226  2.2513  -1.7989
H  0.4556  1.7057  -2.1242
H  0.0468  2.4252  -0.9282

## Properties
SMILES string: C=CC.O.O
E_LUMO: 0.67 eV
Gap between HOMO and LUMO: 10.59 eV

---

Record 17
This record from the Open Molecules 2025 dataset describes 3 unconnected molecules or ions with the total composition C3H10O2 at a distorted geometry. The level of theory is ωB97M-V/def2-TZVPD.

Positions of all 15 atoms, in Å:
C  -1.6160  -1.8981  0.4598
C  -0.3937  -2.1492  -0.1301
C  0.8924  -1.8525  0.8160
H  -2.5613  -2.1032  -0.1142
H  -1.9038  -1.3196  1.3592
H  -0.1757  -2.5986  -1.0330
H  1.1975  -0.6915  0.7099
H  0.5716  -1.8520  1.8303
H  1.6987  -2.4379  0.6458
O  -0.1494  2.0859  1.7163
H  0.1714  1.8475  0.7943
H  -1.0636  2.0272  1.6768
O  1.0347  2.6082  -2.5421
H  0.5055  3.2309  -3.0614
H  1.1817  1.7436  -3.0757

## Properties
SMILES string: C=CC.O.O
E_LUMO: 0.62 eV
Gap between HOMO and LUMO: 10.16 eV

---

Record 18
This record from the Open Molecules 2025 dataset describes 2 unconnected molecules or ions with the total composition C3H10O2S2 at a distorted geometry. The level of theory is ωB97M-V/def2-TZVPD.

Positions of all 17 atoms, in Å:
O  0.3859  1.0793  1.1367
C  0.8951  -0.1921  1.6031
C  0.9063  -1.2312  0.4911
C  -0.3562  -1.2734  -0.3956
S  -0.0490  -1.1109  -2.1651
S  0.0959  0.9770  -2.3028
H  1.1146  1.7072  1.1010
H  1.8863  -0.0227  1.9665
H  0.2233  -0.4604  2.4218
H  1.7317  -0.9175  -0.1544
H  0.9681  -2.2171  0.9498
H  -0.8104  -2.2645  -0.3517
H  -1.1285  -0.5836  -0.0616
H  0.8589  0.9139  -3.4032
O  -2.3491  1.4957  -0.3813
H  -2.1112  1.8290  0.4935
H  -2.2617  2.2712  -0.9479

## Properties
SMILES string: OCCCSS.O
E_LUMO: 0.48 eV
Gap between HOMO and LUMO: 8.45 eV

---

Record 19
This record from the Open Molecules 2025 dataset describes 3 unconnected molecules or ions with the total composition C3H10O3 at a distorted geometry. The level of theory is ωB97M-V/def2-TZVPD.

Positions of all 16 atoms, in Å:
C  -0.0097  -1.4165  -0.8908
C  0.2987  -1.1176  0.3620
C  -0.6507  -0.8332  1.4625
O  1.6166  -0.6843  0.6794
H  -1.0559  -1.5442  -1.0890
H  0.7067  -1.3378  -1.6862
H  -1.6570  -0.8525  1.0359
H  -0.5616  -1.5914  2.2436
H  -0.4822  0.1148  1.9548
H  2.1938  -1.3807  0.3505
O  0.7016  2.1212  0.0236
H  0.9819  1.3441  0.5237
H  1.3201  2.1343  -0.7144
O  -1.8497  1.0247  -1.3381
H  -2.6180  1.5667  -1.5494
H  -1.2537  1.6337  -0.8656

## Properties
SMILES string: C=C(C)O.O.O
E_LUMO: 0.72 eV
Gap between HOMO and LUMO: 9.90 eV

---

Record 20
This record from the Open Molecules 2025 dataset describes 3 unconnected molecules or ions with the total composition C3H10O3 at a distorted geometry. The level of theory is ωB97M-V/def2-TZVPD.

Positions of all 16 atoms, in Å:
C  -0.9923  -1.0915  1.5533
C  0.1120  0.0850  1.2277
C  1.1515  -0.4397  0.2455
O  2.1270  0.2546  -0.1384
H  -0.4016  -2.0443  1.5741
H  -1.6211  -0.8303  2.4414
H  -1.7511  -1.1999  0.6678
H  0.6367  0.4747  2.0768
H  -0.3720  0.9926  0.7658
H  1.0287  -1.4678  -0.0875
O  0.3401  2.4019  -0.9804
H  1.2218  2.0141  -0.7158
H  0.6350  3.2435  -1.4082
O  -1.0504  -1.0250  -2.4530
H  -0.3490  -0.8503  -3.1360
H  -0.7153  -0.5175  -1.6332

## Properties
SMILES string: CCC=O.O.O
E_LUMO: 0.41 eV
Gap between HOMO and LUMO: 10.83 eV